# C2H3OS3

The ion C2H3OS3 with charge -1 at a distorted geometry (ωB97M-V with the def2-TZVPD basis set, OMol25).

Values from the calculation:
Relative energy (zero: lowest compared OMol25 entry of this formula, charge and spin) = 89.3 kJ/mol
Strongest force on any atom = 0.084 hartree/bohr
Total charge = -1
M = 139.25 g/mol
LUMO = 3.308 eV
Structure (SMILES) = [O-]C(=S)C(S)S
Kohn-Sham gap = 6.85 eV

Cartesian coordinates (Å):
O: 0.916 -1.688 0.336
C: 1.077 -0.511 0.180
S: 2.468 0.380 0.033
C: -0.142 0.281 -0.487
S: -0.249 1.908 0.195
S: -1.630 -0.638 0.016
H: -0.226 0.425 -1.812
H: -1.235 1.607 1.077
H: -0.979 -1.764 0.463